Entry 1:
Density functional theory data (ωB97M-V/def2-TZVPD) for a structure of composition C5H8O2.

Results
HOMO level = -9.41 eV
E_LUMO = 0.0345 Eh
Relative energy (zero: lowest compared OMol25 entry of this formula, charge and spin) = 2.862 eV

```
! wB97M-V def2-TZVPD RIJCOSX def2/J DEFGRID3
* xyz 0 1
O -1.444 1.070 1.369
C -0.779 0.571 0.499
C -1.248 -0.107 -0.785
C 0.140 -0.172 -1.433
C 1.041 -0.800 -0.357
C 0.744 0.574 0.270
O 0.699 1.131 -1.078
H -0.191 0.241 2.829
H 0.291 -0.321 2.901
H -1.707 -1.080 -0.580
H -1.958 0.532 -1.313
H 0.215 -0.406 -2.494
H 0.726 -1.718 0.149
H 2.080 -0.857 -0.689
H 1.397 1.088 0.974
*
```

Charges in e, computed with Mulliken, in the same order as the atoms: -0.559, 0.224, -0.642, -0.097, -0.535, 0.011, -0.476, -0.115, 0.110, 0.290, 0.304, 0.443, 0.248, 0.284, 0.509

---

Entry 2:
Density functional theory data (ωB97M-V/def2-TZVPD) for a structure of composition C32H21F15GeMgN4S.

Results
HOMO level = -8.64 eV
E_LUMO = 0.0026 Eh
Relative energy (zero: lowest compared OMol25 entry of this formula, charge and spin) = 0.000 eV

```
! wB97M-V def2-TZVPD RIJCOSX def2/J DEFGRID3
* xyz 0 1
Mg 0.220 1.260 0.862
F -0.896 -3.271 -2.617
C -0.244 -2.107 -2.784
C -0.656 -0.986 -2.079
C 0.023 0.183 -2.361
F -0.354 1.344 -1.790
C 1.084 0.247 -3.248
F 1.710 1.397 -3.482
C 1.484 -0.904 -3.902
F 2.498 -0.867 -4.760
C 0.809 -2.093 -3.677
F 1.174 -3.199 -4.325
Ge -2.020 -1.200 -0.673
S -2.022 0.337 0.861
C -1.539 -2.925 0.148
C -2.298 -4.082 0.129
F -3.458 -4.127 -0.536
C -1.898 -5.246 0.762
F -2.661 -6.338 0.725
C -0.689 -5.274 1.435
F -0.291 -6.384 2.049
C 0.113 -4.147 1.449
F 1.293 -4.172 2.073
C -0.321 -3.007 0.799
F 0.514 -1.954 0.781
C -3.804 -1.314 -1.477
C -4.885 -1.575 -0.651
F -4.678 -1.784 0.655
C -6.185 -1.633 -1.114
F -7.197 -1.895 -0.289
C -6.429 -1.417 -2.461
F -7.673 -1.464 -2.927
C -5.377 -1.147 -3.317
F -5.610 -0.934 -4.612
C -4.087 -1.100 -2.813
F -3.101 -0.834 -3.685
C -0.416 4.107 5.638
C 0.038 2.953 4.813
C 0.704 1.795 5.148
C 0.852 1.074 3.949
N 0.308 1.751 2.946
N -0.174 2.889 3.486
C 1.507 -0.244 3.717
H -0.127 3.956 6.675
H -1.501 4.215 5.602
H 0.032 5.040 5.295
H 1.039 1.506 6.129
H -0.635 3.556 2.890
H 1.855 -0.667 4.657
H 2.354 -0.140 3.036
H 0.807 -0.943 3.263
C 5.069 1.531 -1.615
C 4.485 0.262 -0.980
C 5.449 -0.267 0.090
C 4.288 -0.805 -2.065
C 3.186 0.573 -0.362
C 2.101 0.805 0.138
H 6.030 1.310 -2.084
H 5.221 2.303 -0.860
H 4.393 1.925 -2.375
H 6.417 -0.505 -0.358
H 5.051 -1.171 0.553
H 5.602 0.478 0.871
H 5.245 -1.053 -2.528
H 3.614 -0.441 -2.842
H 3.861 -1.714 -1.639
N -1.747 3.356 -0.237
C -1.908 4.524 -0.872
C -0.703 5.191 -0.807
C 0.146 4.323 -0.112
N -0.504 3.218 0.239
H -2.365 2.553 -0.139
H -2.847 4.788 -1.327
H -0.466 6.155 -1.220
H 1.189 4.427 0.138
*
```

Charges in e, computed with Mulliken, in the same order as the atoms: 1.135, -0.371, 0.721, -0.050, -0.119, -0.272, 0.160, -0.418, 0.568, -0.416, 0.196, -0.317, 1.254, -1.001, -0.509, 0.606, -0.306, 0.049, -0.299, 0.777, -0.304, -0.269, -0.306, 0.188, -0.016, -0.332, 0.373, -0.347, 0.128, -0.291, 0.627, -0.302, -0.008, -0.291, 0.323, -0.266, -1.325, 0.869, -1.222, 0.459, -0.043, 0.053, -0.975, 0.337, 0.315, 0.319, 0.408, 0.149, 0.350, 0.222, 0.040, -1.672, 2.413, -1.821, -1.268, -0.362, -0.259, 0.398, 0.394, 0.277, 0.424, 0.338, 0.377, 0.441, 0.066, 0.315, 0.166, -0.155, -0.838, -0.595, -0.285, 0.011, 0.457, 0.393, 0.535

---

Entry 3:
Density functional theory data (ωB97M-V/def2-TZVPD) for a cluster of 5 separate species, C36H72NO7 in total at a distorted geometry.

Results
HOMO level = -4.04 eV
E_LUMO = 0.0791 Eh
Relative energy (zero: lowest compared OMol25 entry of this formula, charge and spin) = 0.000 eV

```
! wB97M-V def2-TZVPD RIJCOSX def2/J DEFGRID3
* xyz -1 1
C -2.492 2.940 5.723
C -2.598 3.473 4.244
C -4.023 3.320 3.620
C -4.467 1.834 3.337
C -3.282 0.902 2.800
C -3.860 -0.575 2.679
C -3.112 -1.503 1.650
C -1.542 -1.438 1.710
C -0.934 -1.382 0.240
C 0.310 -0.429 0.125
C 1.696 -1.191 0.008
C 2.543 -0.741 -1.247
C 3.433 0.537 -1.019
N 3.027 1.141 0.279
O 4.829 0.300 -0.897
C 5.390 -0.338 -2.041
C 6.867 0.186 -2.185
C 6.742 1.781 -2.173
C 7.696 -0.170 -0.880
C 7.752 -1.704 -0.569
C 9.157 0.459 -1.013
C 3.074 1.647 -2.119
O 2.795 1.326 -3.300
O 3.084 2.892 -1.806
H -3.441 2.520 6.123
H -1.690 2.159 5.780
H -2.134 3.762 6.396
H -1.807 3.013 3.612
H -2.385 4.574 4.284
H -4.747 3.777 4.347
H -4.148 3.890 2.666
H -4.899 1.398 4.268
H -5.265 1.855 2.558
H -2.482 0.875 3.582
H -2.906 1.317 1.838
H -3.926 -1.025 3.697
H -4.926 -0.468 2.298
H -3.402 -2.558 1.903
H -3.534 -1.316 0.636
H -1.194 -2.401 2.173
H -1.134 -0.629 2.356
H -0.767 -2.400 -0.185
H -1.750 -0.922 -0.383
H 0.236 0.329 -0.688
H 0.373 0.157 1.081
H 1.422 -2.267 -0.199
H 2.276 -1.207 0.955
H 3.092 -1.647 -1.591
H 1.785 -0.515 -2.041
H 3.786 1.812 0.479
H 2.177 1.682 0.107
H 4.850 -0.148 -2.999
H 5.338 -1.446 -1.859
H 7.357 -0.194 -3.113
H 5.817 2.051 -2.745
H 7.636 2.269 -2.625
H 6.598 2.062 -1.103
H 7.225 0.332 0.003
H 6.763 -2.209 -0.558
H 8.156 -1.802 0.477
H 8.502 -2.200 -1.230
H 9.872 -0.299 -0.604
H 9.240 1.435 -0.492
H 9.360 0.553 -2.112
C -5.041 -3.521 -3.292
C -6.422 -3.558 -2.661
C -6.088 -3.765 -1.193
O -4.826 -3.137 -0.963
C -4.231 -2.803 -2.226
H -5.013 -3.017 -4.258
H -4.666 -4.539 -3.427
H -6.919 -2.593 -2.800
H -7.071 -4.336 -3.064
H -5.987 -4.830 -0.956
H -6.836 -3.331 -0.526
H -4.288 -1.716 -2.349
H -3.181 -3.098 -2.227
C -9.119 -0.639 0.116
C -9.716 0.394 1.048
C -8.718 0.396 2.193
O -7.438 0.071 1.633
C -7.631 -0.395 0.292
H -9.447 -0.541 -0.919
H -9.377 -1.644 0.463
H -9.726 1.373 0.559
H -10.733 0.164 1.369
H -8.964 -0.369 2.937
H -8.661 1.364 2.695
H -7.274 0.385 -0.390
H -7.037 -1.296 0.132
C 0.777 -1.785 -4.406
C 0.186 -2.005 -5.787
C -0.561 -3.317 -5.605
O -0.987 -3.363 -4.238
C -0.324 -2.318 -3.507
H 1.032 -0.745 -4.196
H 1.682 -2.389 -4.288
H -0.520 -1.203 -6.021
H 0.930 -2.047 -6.582
H 0.095 -4.176 -5.783
H -1.430 -3.401 -6.262
H -1.064 -1.542 -3.284
H 0.058 -2.715 -2.565
C 7.682 3.287 3.082
C 6.789 4.488 3.332
C 5.782 4.369 2.201
O 5.645 2.973 1.915
C 6.683 2.254 2.587
H 8.234 2.957 3.964
H 8.403 3.518 2.293
H 6.283 4.380 4.297
H 7.321 5.440 3.331
H 6.142 4.864 1.293
H 4.808 4.786 2.461
H 6.229 1.709 3.422
H 7.131 1.532 1.902
*
```

These are the Mulliken partial charges, in e, on atoms 1 to 99: -1.015, -0.490, -0.930, -0.361, -0.148, -0.572, -0.120, -0.840, -0.159, -0.920, -0.951, -0.366, 1.248, -0.685, -0.258, -1.049, -0.025, -1.079, 1.785, -1.591, -1.346, 0.389, -0.701, -0.807, 0.275, 0.244, 0.331, 0.293, 0.403, 0.347, 0.377, 0.321, 0.123, 0.232, 0.187, 0.371, -0.126, 0.269, -0.009, 0.291, 0.469, 0.333, 0.083, 0.537, 0.217, 0.570, 0.314, 0.210, -0.337, 0.061, 0.313, 0.499, 0.192, 0.466, 0.415, 0.390, 0.061, -0.774, 0.320, 0.375, 0.358, 0.452, 0.234, 0.291, -0.591, -0.479, -0.440, -0.382, -0.029, 0.373, 0.287, 0.204, 0.392, 0.310, 0.172, 0.173, 0.005, -0.589, -0.631, -0.509, -0.337, 0.137, 0.403, 0.289, 0.272, 0.351, 0.293, 0.278, 0.260, -0.253, -0.254, -0.671, -0.506, -0.476, -0.003, 0.213, 0.252, 0.277, 0.403

---

Q: Number 3 is which compound?
A: C36H72NO7